Formula: C36H34AlN6O8
Source: OMol25
Level of theory: the ωB97M-V functional and the def2-TZVPD basis

Geometry as XYZ:
```
85
Properties=species:S:1:pos:R:3:forces:R:3
Al -0.191657 -0.361322 0.091807 0.25 0.56 0.17
C 2.820832 1.069891 3.152875 0.02 0.02 0.04
O 2.587309 2.016534 2.048641 -0.13 -0.18 0.06
C 1.566873 1.530812 1.403508 0.15 0.36 -0.26
N 1.108713 0.361603 1.678559 -0.03 0.06 0.56
C 2.013922 -0.178270 2.736349 0.04 -0.04 0.00
C 1.296388 -0.826419 3.891545 -0.01 -0.03 0.06
C 2.022022 -1.675092 4.724243 -0.05 -0.10 -0.07
C 1.428347 -2.217325 5.852720 -0.04 -0.01 -0.02
C 0.107619 -1.911650 6.157011 0.04 0.02 0.01
C -0.616071 -1.066043 5.330047 0.48 0.42 0.42
C -0.025303 -0.524490 4.194700 0.28 0.30 0.22
C 0.825728 2.355984 0.429774 -0.13 0.02 0.02
C 0.885437 3.721028 0.214428 0.01 -0.04 0.06
C -0.190301 4.317400 -0.442425 -0.02 0.01 0.00
C -1.339548 3.577234 -0.731711 -0.01 0.07 0.15
C -1.298832 2.226123 -0.464352 0.08 -0.15 -0.03
N -0.193541 1.630539 -0.013715 -0.18 0.12 -0.54
C -2.405170 1.252394 -0.330206 0.00 0.19 -0.06
N -2.123757 0.065981 0.090553 0.16 0.01 0.27
C -3.393921 -0.678807 0.190506 0.01 0.01 -0.18
C -4.437351 0.449780 0.021676 -0.07 -0.02 0.00
O -3.643966 1.587105 -0.496322 0.00 -0.10 -0.03
C -3.511767 -1.487354 1.449225 -0.09 -0.14 0.05
C -4.579640 -2.375621 1.556983 0.05 -0.03 0.03
C -4.728739 -3.146901 2.697337 0.00 -0.03 0.03
C -3.799936 -3.054737 3.727866 -0.02 0.06 -0.11
C -2.733681 -2.175295 3.621636 -0.28 -0.27 -0.12
C -2.596429 -1.383799 2.487331 -0.02 0.15 -0.01
H 3.890941 0.912064 3.239656 -0.01 0.00 -0.02
H 2.429662 1.535995 4.056056 0.00 -0.02 -0.01
H 2.685792 -0.906736 2.269093 0.03 0.03 0.07
H 3.054662 -1.913231 4.495739 0.02 0.00 -0.01
H 1.997098 -2.870345 6.499551 0.01 -0.01 0.02
H -0.351213 -2.322436 7.045569 0.00 -0.01 0.02
H -1.633224 -0.802474 5.588234 0.19 0.18 0.15
H -0.579628 0.176413 3.582211 0.13 0.06 0.14
H 1.711799 4.302818 0.599287 0.01 0.03 -0.03
H -0.176759 5.381786 -0.636101 0.01 0.01 -0.01
H -2.247006 4.047548 -1.084055 0.00 0.02 -0.03
H -3.439207 -1.354959 -0.664755 -0.03 -0.01 -0.07
H -5.211768 0.243618 -0.710607 0.01 -0.01 0.04
H -4.876501 0.771600 0.964329 0.03 0.01 -0.01
H -5.297266 -2.470807 0.749800 -0.01 0.00 -0.02
H -5.564775 -3.827090 2.780262 -0.02 -0.01 0.00
H -3.912938 -3.664705 4.612729 -0.01 -0.02 0.03
H -2.014253 -2.096158 4.424129 -0.45 -0.40 -0.49
H -1.791620 -0.648014 2.451308 -0.26 -0.25 -0.12
O 1.814283 -2.454008 0.517855 -0.25 -0.04 0.20
C 2.303128 -1.499509 -0.335095 -0.32 -0.07 0.01
O 1.582085 -0.538078 -0.645454 0.19 -0.24 -0.06
C 3.640647 -1.733361 -0.794665 0.14 0.04 0.00
C 4.209455 -0.792477 -1.671630 -0.03 -0.09 0.01
C 5.501367 -0.975225 -2.114327 -0.01 0.01 0.03
C 6.185353 -2.099453 -1.680430 -0.02 -0.01 0.04
C 5.650969 -3.050249 -0.828172 -0.08 0.02 0.00
C 4.364369 -2.859810 -0.365670 0.00 0.02 -0.10
N 7.581106 -2.295529 -2.156332 -0.12 -0.01 -0.02
O 8.044898 -3.396482 -2.011067 0.11 -0.25 0.08
O 8.114617 -1.334442 -2.647159 0.13 0.25 -0.13
H 3.635351 0.062092 -2.000339 -0.01 0.02 0.01
H 5.988563 -0.276428 -2.779550 0.00 -0.01 0.01
H 6.239665 -3.912460 -0.549580 0.02 0.01 0.01
H 3.923541 -3.582834 0.304919 -0.01 0.00 0.03
O -0.627389 -1.485446 -1.295001 -0.31 -0.36 -0.23
C -0.469211 -2.337455 -2.226191 0.14 0.21 0.10
C -0.540573 -3.811001 -1.989786 -0.03 0.05 0.02
C -1.739339 -4.313505 -2.854615 0.03 0.01 -0.02
C -2.867333 -3.282841 -3.099307 0.02 0.04 0.01
C -2.679257 -2.277373 -4.256304 0.02 -0.01 0.00
C -1.615919 -1.203812 -4.006113 -0.04 0.00 -0.03
N -0.428414 -1.935807 -3.492733 0.12 -0.05 0.04
H -0.695686 -4.007377 -0.929660 0.00 0.01 0.00
H 0.385345 -4.303644 -2.294695 0.01 -0.01 0.00
H -2.157029 -5.184222 -2.352298 0.01 -0.01 0.01
H -1.363920 -4.671376 -3.815198 -0.01 -0.02 -0.01
H -3.063016 -2.740703 -2.168325 -0.06 0.03 0.07
H -3.779381 -3.842895 -3.301192 0.01 -0.01 -0.03
H -3.629885 -1.788217 -4.473875 0.00 0.01 0.00
H -2.410138 -2.827101 -5.162549 -0.02 -0.02 -0.01
H -1.919546 -0.480423 -3.250361 0.00 -0.01 0.01
H -1.340193 -0.667362 -4.909946 -0.02 0.02 0.00
H -0.191660 -2.694623 -4.125247 -0.04 0.01 0.03
O 0.133725 -2.892577 1.855753 0.99 1.34 -1.55
N 0.498375 -2.120325 1.067143 -0.67 -1.74 1.11
```
Forces are in eV/Å.

**Calculated total energy**: -69775.31500 eV
**Energy relative to the best compared isomer or geometry (same formula, charge and spin)**: 24.9 kcal/mol
**Orbital gap**: 0.224 Eh
**Net charge**: +3

Atomic partial charges in e from the Mulliken method, atoms 1 to 6:
1 Al -1.182
2 C -0.389
3 O -0.463
4 C 0.500
5 N 0.479
6 C -0.091